A structure of composition C10H17BrCl2O2Pb. Source: the Open Molecules 2025 dataset; level of theory: ωB97M-V with the def2-TZVPD basis set.

The geometry in XYZ format:
```
33
Properties=species:S:1:pos:R:3:mulliken_charge:R:1
C 0.3324 -1.1613 -2.1690 0.59
C 1.1820 -0.0235 -2.3598 0.62
C 0.3729 1.1366 -2.3793 0.68
C 2.6427 -0.0487 -2.5292 -1.37
C -0.9901 0.7224 -2.2497 0.67
C -1.0174 -0.6957 -2.1242 0.53
C -2.2188 -1.5350 -1.9734 -1.80
C 0.7562 -2.5715 -2.0296 -1.41
C 0.8399 2.5266 -2.4919 -1.36
C -2.1541 1.6200 -2.3044 -1.74
Pb 0.4339 -0.1180 1.6253 1.16
Cl 2.9615 2.1344 0.1617 -0.81
Cl 2.4355 -1.3785 0.8232 -0.48
O -0.7715 1.2826 0.6039 -0.70
H 3.0440 -1.0325 -2.3218 0.34
H 3.0890 0.6701 -1.8318 0.18
H 2.9370 0.2231 -3.5428 0.29
H 1.7600 2.6507 -1.8675 0.20
H 0.0517 3.2130 -2.1365 0.29
H 1.0821 2.7941 -3.5412 0.23
H -1.9631 2.5323 -1.7293 0.35
H -3.0501 1.1233 -1.9291 0.39
H -2.3763 1.9527 -3.3278 0.27
H -3.0558 -0.9491 -1.5874 0.37
H -2.0195 -2.3831 -1.3044 0.36
H -2.5299 -1.9402 -2.9434 0.27
H 1.7464 -2.6388 -1.5496 0.32
H 0.8387 -3.0388 -3.0270 0.28
H 0.0272 -3.1422 -1.4267 0.29
H -1.5727 1.4928 1.1181 0.21
O -1.0636 -1.8480 1.3855 -0.85
H -1.9593 -1.4552 1.3922 0.20
Br 0.5284 0.3544 4.2040 -0.58
```

Calculated values
E in hartree: -4229.0148
Multiplicity: 1
HOMO level (spin up / spin down) in eV: -1.10 / -0.72
Total charge: -2
LUMO (spin up / spin down) in eV: 4.71 / 4.96